# 1
Entry from the OMol25 dataset: 13 unconnected molecules or ions with the total composition C47H59Cl12N7 (the ωB97M-V functional and the def2-TZVPD basis).

Last column: Löwdin charge in e.
Cartesian coordinates (Å):
C (-39.24097, 6.40610, 2.43816)  -0.050
H (-38.40236, -1.33731, 2.03824)  0.090
H (-38.74052, 7.33668, 2.20181)  0.089
N (-34.43114, 7.36475, 4.65769)  0.053
H (-34.56450, 5.78223, 3.41231)  0.075
H (-39.30384, 5.88545, -1.04266)  0.042
C (-35.07084, 3.92443, 1.34202)  -0.163
N (-35.62443, -1.60761, 3.88320)  0.052
H (-35.41028, 9.29312, -3.89177)  0.038
C (-34.80439, 1.67578, -6.73057)  -0.166
H (-42.33785, 5.15300, 2.92659)  0.105
H (-37.88668, 9.03121, -5.64050)  0.068
H (-37.04628, 9.03530, -3.34573)  0.038
H (-37.36830, -2.59071, 3.96849)  0.103
H (-41.16561, 7.31638, 2.35524)  0.107
C (-36.35849, 8.83314, -4.16232)  -0.652
C (-37.76444, 2.78066, 5.40637)  -0.082
Cl (-41.30154, -0.21019, 0.63341)  0.534
H (-31.73006, 3.22588, -0.86703)  0.067
H (-37.08354, 3.14627, 1.17698)  0.069
C (-37.61920, 4.90564, 6.45176)  -0.071
H (-31.85368, 9.44724, 5.03622)  0.102
H (-35.62770, 6.77763, 0.93765)  0.093
C (-40.62750, 6.39261, 2.53057)  -0.092
C (-32.58882, 6.69443, 3.27627)  -0.088
H (-30.61544, 6.06281, -4.16945)  0.074
C (-38.55980, 5.21679, 2.60147)  -0.150
C (-35.39448, 4.79735, -1.21519)  -0.102
Cl (-32.94990, 5.98960, -4.20105)  0.558
C (-37.37912, -1.14456, 2.33364)  -0.070
C (-33.03699, 8.90207, 0.36498)  -0.644
C (-31.25669, 8.11898, -4.00684)  -0.628
C (-34.94840, 0.93661, -4.47190)  -0.086
H (-34.90617, 0.15991, -3.71559)  0.099
H (-39.66786, 7.58562, -1.36961)  0.061
H (-40.96690, 3.12985, 3.19609)  0.109
H (-32.24659, 6.09164, 2.44459)  0.078
H (-33.25511, 8.74076, 1.41470)  0.043
C (-36.32160, 4.99196, 5.97717)  -0.163
Cl (-32.53510, 9.03774, -3.18508)  0.598
C (-31.64383, 1.96188, 0.83259)  -0.694
C (-40.48171, 4.07108, 2.94912)  -0.175
H (-37.33781, 3.94049, -1.16172)  0.062
C (-36.74621, 7.80055, -0.57779)  -0.164
Cl (-31.69152, 7.78544, -0.02549)  0.585
C (-38.38241, 3.81258, 6.09409)  -0.090
H (-35.96185, 2.18027, 4.41665)  0.092
H (-34.93184, 3.66470, 2.38986)  0.098
N (-39.17531, 4.06235, 2.80102)  0.067
H (-37.03160, 0.44353, 0.95309)  0.093
C (-41.26245, 5.21267, 2.81662)  -0.075
H (-38.79914, 6.69367, -3.48286)  0.015
H (-35.24113, 4.26583, -4.87255)  0.051
C (-36.27869, 3.69597, 0.70455)  -0.083
H (-36.93668, 10.76166, 1.71814)  0.103
N (-35.74461, 4.03032, 5.27885)  0.060
C (-31.81736, 2.16427, -0.64303)  -0.667
H (-35.75827, 5.91180, 6.08776)  0.078
H (-35.12397, 2.58743, -3.08689)  0.051
H (-36.64031, 7.00690, -1.30775)  0.074
H (-37.48223, 5.11210, 2.65304)  0.092
H (-42.80219, 0.92186, -0.76325)  0.074
H (-34.66322, 0.73229, 1.68051)  0.073
C (-31.37975, 6.64963, -3.66421)  -0.647
H (-33.84582, 8.64457, -0.31250)  0.052
C (-39.92842, 6.55823, -1.62715)  -0.667
Cl (-33.35458, 1.52506, -1.20744)  0.637
C (-34.97879, 2.27320, -4.11159)  -0.094
H (-36.32418, 8.93804, -6.32536)  0.069
Cl (-36.85474, 11.13089, -5.49222)  0.564
C (-36.44862, 2.93875, 5.01959)  -0.160
C (-34.84808, 0.62194, -5.81585)  -0.069
Cl (-31.31648, 0.27715, 1.26717)  0.565
C (-41.24348, 2.33616, -0.33923)  -0.657
H (-39.37830, 3.66257, 6.49584)  0.106
H (-30.26231, 8.48008, -3.75307)  0.082
H (-32.51743, 10.58096, -0.92783)  0.024
C (-32.35439, 8.53563, 4.72772)  -0.069
H (-33.92393, -0.51691, 3.76263)  0.103
H (-31.68420, 10.58705, 0.60397)  0.067
H (-30.80594, 7.84016, 3.37234)  0.107
C (-39.76301, 6.35316, -3.11381)  -0.620
H (-40.56972, 6.84146, -3.65569)  0.071
H (-34.69767, -0.39522, -6.15029)  0.099
H (-38.33733, 1.91849, 5.08959)  0.103
C (-36.18779, 7.67016, 0.67008)  -0.074
C (-34.23654, 4.99471, -0.48829)  -0.184
Cl (-33.85326, 11.39793, 0.87127)  0.588
C (-31.80858, 7.72045, 3.76236)  -0.095
H (-41.63166, 3.04794, -1.06764)  0.053
C (-33.87949, 6.54224, 3.76891)  -0.144
C (-36.83543, -1.83688, 3.39862)  -0.161
C (-35.32470, 0.04980, 2.20199)  -0.080
H (-35.82150, 8.70627, 2.53738)  0.102
H (-30.86056, 2.62058, 1.21006)  0.080
Cl (-36.17055, 7.06141, -4.29506)  0.587
C (-36.85748, 9.35655, -5.47485)  -0.689
N (-37.25223, 8.92494, -1.02957)  0.058
C (-36.30830, 8.71669, 1.57054)  -0.081
H (-38.07264, 5.75576, 6.94725)  0.101
N (-34.07465, 4.59598, 0.76392)  0.073
H (-33.42692, 5.59988, -0.88843)  0.075
H (-31.30872, 6.48976, -2.59275)  0.023
H (-34.70270, 1.40380, -7.77853)  0.102
Cl (-41.58737, 6.24060, -1.05088)  0.563
H (-41.57805, 2.64307, 0.64903)  0.051
Cl (-39.78550, 4.59370, -3.49651)  0.530
C (-36.95855, 9.85425, 1.12154)  -0.094
H (-31.39073, 8.25905, -5.07733)  0.070
C (-36.45464, 4.17960, -0.57752)  -0.081
H (-30.98215, 1.65770, -1.12723)  0.070
H (-34.08105, 9.06150, 5.81995)  0.105
C (-37.37457, 9.93733, -0.18934)  -0.142
C (-35.01877, 3.23144, -5.11352)  -0.174
H (-35.44757, 5.05524, -2.26392)  0.065
C (-41.71954, 0.95167, -0.65907)  -0.650
H (-41.30809, 0.58525, -1.59737)  0.072
C (-32.62869, 10.33988, 0.12207)  -0.650
H (-37.77705, 10.85495, -0.59775)  0.111
Cl (-39.47309, 2.48021, -0.33546)  0.596
C (-34.88087, -0.68848, 3.28188)  -0.161
H (-32.52865, 2.30037, 1.37350)  0.041
C (-36.60554, -0.17967, 1.72766)  -0.074
N (-34.91303, 2.94514, -6.40279)  0.061
C (-33.68414, 8.34100, 5.11068)  -0.161

Forces on atoms 1 to 6 (eV/Å):
-0.1 0.4 -0.2
0.0 0.0 -0.1
0.2 -0.1 0.1
-0.5 -0.2 0.1
0.3 -0.2 -0.1
0.2 0.0 -0.1

Summary:
gap between HOMO and LUMO: 9.531 eV
highest occupied orbital energy: -9.25 eV
electronic energy: -210396.796 eV



# 2
Entry from the OMol25 dataset: a molecular structure, C47H59N4O2SiSn (the ωB97M-V functional and the def2-TZVPD basis).

Last column: Löwdin charge in e.
Cartesian coordinates (Å):
C (1.52871, 1.13694, 1.58491)  -0.190
H (-2.89111, -4.15853, 2.72335)  0.021
C (3.01857, -1.45337, 3.31224)  -0.048
C (-2.31188, 0.28422, -3.16455)  -0.095
C (1.68399, 3.14726, -0.11422)  -0.349
C (1.74603, 2.49176, 1.26688)  -0.132
C (1.34179, -4.99233, -0.50526)  -0.055
C (5.89205, -0.96330, -1.34932)  -0.043
C (3.28444, -0.40479, -0.42730)  -0.084
C (-1.77558, 6.06936, 1.20694)  -0.005
H (-1.26118, -5.38665, 0.47820)  0.081
C (-0.11002, -0.18600, -4.26771)  -0.053
C (-0.67645, -2.34752, -2.05019)  -0.197
H (6.51079, 0.33699, 0.20645)  0.093
H (-5.50104, 5.30155, -2.06876)  0.129
H (-4.37757, -0.90492, 0.45826)  0.011
C (-1.96726, -3.19339, -3.90178)  -0.055
C (1.82918, -0.39640, -0.26657)  -0.232
N (-3.48345, 5.77041, -2.04884)  0.099
C (4.83758, -2.46007, -3.13000)  -0.047
C (4.35892, 0.17282, 0.19040)  -0.034
H (-3.47163, -0.25256, 4.56772)  0.020
H (4.24382, 0.84619, 1.02955)  0.107
C (1.77612, 0.68521, 2.89594)  -0.137
C (-3.65925, -3.51735, 2.29046)  -0.198
C (-3.61248, -1.31418, 4.35985)  -0.199
H (1.49665, -0.72347, 5.42071)  0.068
Sn (-1.06685, -0.07117, 0.24585)  1.165
H (-2.00520, -0.95225, -4.85834)  0.117
H (2.91261, -2.50494, 3.58746)  0.076
H (-0.82527, -2.05300, 2.32987)  -0.017
H (-2.92559, -1.86553, 5.00438)  0.020
H (1.08370, -1.25013, 2.43720)  0.095
H (-1.52160, -3.71380, 0.96971)  0.029
H (0.66702, -3.05955, 0.07236)  0.117
C (-1.51876, -1.23386, 2.11785)  -0.462
H (-1.00110, -5.72734, -1.90700)  0.104
H (-4.63233, -1.57915, 4.64432)  0.016
C (-2.20834, 4.03668, 0.03471)  -0.110
H (5.79314, -2.73505, -3.55974)  0.097
C (-1.38568, -2.11621, -3.24253)  -0.142
H (0.86896, 3.22393, -2.07951)  0.084
H (-1.12512, 3.28005, 2.98803)  0.111
H (-0.23874, -4.65842, 1.72160)  0.084
N (1.01654, 0.23939, 0.63147)  -0.111
C (5.66700, -0.12475, -0.29107)  -0.083
H (3.64921, -0.97111, 4.06293)  0.078
H (-2.30455, -5.31289, -3.96128)  0.091
O (-2.04881, 7.34666, -1.31276)  0.056
C (2.35770, 2.92415, 3.57773)  -0.092
H (-5.52197, -0.93931, 1.80419)  0.021
H (2.03417, -4.66092, -1.27753)  0.068
H (2.37168, 1.22723, 4.87688)  0.103
H (2.66174, 3.62205, 4.34800)  0.093
N (-0.12097, -1.25955, -1.35225)  -0.095
H (-3.60783, 6.41076, -2.82025)  0.144
C (0.88272, 2.51669, -1.24521)  -0.084
C (0.21681, -3.98135, -0.29450)  -0.357
H (3.71546, 3.92936, 0.12415)  0.073
H (0.46674, -0.88357, -4.87609)  0.077
H (3.60895, 2.44486, -0.82241)  0.066
C (-1.11222, -4.71595, -2.27963)  -0.054
Si (-3.25571, -1.69118, 2.53913)  0.374
H (-1.74766, 0.71387, -2.33462)  -0.017
H (-4.56036, 4.54402, -0.76972)  0.123
H (1.32664, 1.58841, -1.60388)  0.069
H (3.53351, -1.40500, 2.35480)  0.065
C (2.38964, -2.62324, -3.13137)  -0.020
H (1.50437, -3.05235, -3.58316)  0.107
C (2.14189, 3.35975, 2.28493)  -0.075
C (-0.75856, -4.46548, 0.78063)  -0.067
H (-2.51460, -3.00643, -4.81845)  0.101
H (-4.34701, 0.37102, 1.66046)  0.018
H (-1.23273, -0.42088, 2.80313)  -0.023
H (-3.71935, 3.17029, -2.47164)  0.068
C (-1.48345, -0.75787, -3.91291)  -0.367
C (4.78684, -1.57420, -2.01344)  -0.175
H (3.09878, 3.97790, -1.53284)  0.077
C (3.11513, 3.39385, -0.61128)  -0.057
H (-2.45314, 3.47703, -0.86032)  0.102
H (2.28982, 4.40596, 2.03985)  0.110
C (-0.52926, -3.66812, -1.57912)  -0.136
H (0.95057, -5.96980, -0.79303)  0.069
C (2.18592, 1.58289, 3.87111)  -0.050
H (-3.75094, -3.78317, 1.23612)  0.027
H (-1.01240, 5.75752, 3.19385)  0.102
C (-2.58098, 6.26145, -1.14006)  -0.440
C (-1.43731, 3.91432, 2.16838)  -0.126
C (2.31669, -1.78369, -2.05531)  -0.087
H (-4.60802, -3.74956, 2.77593)  0.022
H (0.46025, 0.03131, -3.36615)  0.060
C (-4.49462, -0.69977, 1.52218)  -0.213
H (1.23261, 4.13193, 0.07211)  0.123
C (-1.84207, -4.48963, -3.43243)  -0.094
N (-1.84438, 3.29433, 1.06523)  0.080
C (-2.22006, 5.42738, 0.04976)  -0.118
C (3.53558, -1.27300, -1.52632)  -0.091
H (0.65782, -2.07415, 4.66891)  0.079
H (3.72015, -3.62171, -4.50593)  0.093
C (1.64453, -0.78175, 3.24830)  -0.378
C (0.89388, -1.01435, 4.55792)  -0.081
H (6.90273, -1.16159, -1.68728)  0.099
H (-3.22724, -0.14006, -2.75124)  0.078
H (-0.14739, 2.30944, -0.96317)  -0.001
C (1.25537, -1.19587, -1.23286)  -0.254
O (-4.49486, 3.70753, -2.67130)  -0.032
C (-4.54936, 4.82064, -1.82645)  -0.276
C (3.67288, -2.95216, -3.65607)  -0.084
C (-1.37743, 5.30126, 2.28488)  -0.046
H (1.90485, -5.12372, 0.41953)  0.077
H (-2.58451, 1.08698, -3.85378)  0.071
H (-0.04213, -0.46078, 4.59409)  0.066
H (-1.73370, 7.14943, 1.22922)  0.118
H (-0.22422, 0.74110, -4.83223)  0.076

Forces on atoms 1 to 6 (eV/Å):
0.0 0.2 -0.2
0.0 0.0 0.1
0.0 0.0 0.0
0.1 0.0 0.1
0.0 0.1 0.1
0.0 0.0 0.0

Summary:
gap between HOMO and LUMO: 5.172 eV
highest occupied orbital energy: -2.86 eV
total charge: -1
electronic energy: -73465.389 eV